[1]
ORCA calculation (ωB97M-V with the def2-TZVPD basis set) on a structure of composition C34H48As2N6STi.

Each line ends with the Mulliken charge.
CARTESIAN COORDINATES (ANGSTROEM)
Ti1 -0.968 0.445 0.411  0.244
C1 -3.132 -1.377 1.926  -1.059
C2 -2.329 -1.414 3.211  -1.410
C3 -0.828 -1.465 3.109  0.570
C4 -0.141 -2.172 4.090  -0.828
C5 1.242 -2.198 4.091  -0.699
C6 1.913 -1.513 3.092  -1.409
C7 1.166 -0.838 2.154  -0.713
N1 -0.178 -0.797 2.141  1.348
N2 -3.039 -0.147 1.115  0.369
C8 -3.873 -0.346 -0.085  -1.085
C9 -3.119 -1.081 -1.157  0.448
C10 -3.767 -1.880 -2.082  -1.171
C11 -3.025 -2.487 -3.084  -0.500
C12 -1.655 -2.285 -3.115  -1.225
C13 -1.077 -1.480 -2.153  0.071
N3 -1.792 -0.876 -1.193  0.736
C14 -3.446 1.048 1.856  -0.642
C15 -3.261 2.272 0.999  0.571
C16 -4.063 3.388 1.156  -1.089
C17 -3.885 4.468 0.304  -0.754
C18 -2.920 4.385 -0.687  -0.821
C19 -2.145 3.244 -0.767  -0.799
N4 -2.293 2.205 0.068  1.194
H1 -4.183 -1.542 2.194  0.372
H2 -2.830 -2.207 1.283  0.530
H3 -2.649 -2.314 3.737  0.583
H4 -2.615 -0.593 3.876  0.317
H5 -0.699 -2.697 4.854  0.525
H6 1.782 -2.741 4.856  0.480
H7 2.991 -1.507 3.028  0.573
H8 1.662 -0.295 1.359  0.932
H9 -4.176 0.623 -0.482  0.478
H10 -4.794 -0.881 0.170  0.516
H11 -4.837 -2.024 -2.017  0.543
H12 -3.510 -3.113 -3.821  0.462
H13 -1.036 -2.751 -3.870  0.530
H14 -0.006 -1.329 -2.111  0.262
H15 -2.817 1.125 2.744  0.219
H16 -4.494 1.009 2.183  0.442
H17 -4.825 3.405 1.924  0.550
H18 -4.505 5.349 0.402  0.442
H19 -2.762 5.191 -1.389  0.549
H20 -1.370 3.155 -1.514  0.499
C20 1.743 2.446 3.139  -1.252
As1 0.159 2.576 1.998  1.535
C21 -0.926 3.722 3.152  -1.647
C22 0.762 3.852 0.652  -0.410
C23 0.764 5.220 0.908  -0.762
C24 1.152 6.126 -0.069  -0.816
C25 1.550 5.667 -1.316  -0.876
C26 1.565 4.305 -1.577  -0.578
C27 1.172 3.391 -0.604  0.122
As2 1.218 1.475 -0.941  1.786
C28 3.095 1.156 -0.497  -1.155
C29 1.284 1.393 -2.890  -1.267
H21 2.142 3.442 3.323  0.475
H22 2.510 1.835 2.667  0.261
H23 1.467 1.986 4.087  0.434
H24 -0.304 4.447 3.674  0.583
H25 -1.430 3.105 3.896  0.429
H26 -1.674 4.248 2.561  0.421
H27 0.456 5.596 1.875  0.357
H28 1.147 7.186 0.145  0.456
H29 1.856 6.367 -2.082  0.457
H30 1.888 3.963 -2.553  0.381
H31 3.721 1.687 -1.212  0.492
H32 3.318 0.091 -0.520  0.280
H33 3.291 1.559 0.495  0.306
H34 2.202 1.835 -3.270  0.517
H35 0.427 1.914 -3.314  0.429
H36 1.248 0.349 -3.196  -0.078
C30 2.577 -4.593 -3.862  -1.235
N5 2.752 -3.492 -2.920  0.207
C31 2.961 -2.203 -3.549  -1.056
C32 2.518 -3.624 -1.594  -0.027
S1 2.011 -2.329 -0.629  -0.107
N6 2.704 -4.850 -1.055  0.117
C33 3.773 -5.742 -1.505  -1.205
C34 2.198 -5.165 0.272  -1.093
H37 1.961 -4.242 -4.692  0.392
H38 2.068 -5.423 -3.382  0.409
H39 3.524 -4.944 -4.275  0.342
H40 3.797 -2.277 -4.246  0.454
H41 3.183 -1.454 -2.797  0.224
H42 2.074 -1.896 -4.114  0.316
H43 4.409 -5.241 -2.228  0.402
H44 3.381 -6.661 -1.942  0.330
H45 4.386 -6.007 -0.643  0.423
H46 1.235 -4.689 0.429  0.329
H47 2.887 -4.827 1.051  0.346
H48 2.085 -6.246 0.345  0.398

Highest occupied orbital energy (spin up / spin down)   -12.1 / -12.6 eV
Expectation value of S²   2.004
Total charge   +2
Multiplicity   3
Frontier orbital gap (spin up / spin down)   7.411 / 7.842 eV
Energy above the lowest of the compared OMol25 structures with the same formula, charge and spin   0.0 kcal/mol

---

[2]
ORCA calculation (ωB97M-V with the def2-TZVPD basis set) on a cluster of 3 separate species, C4H17N2O2 in total.

Each line ends with the natural charge from an NBO analysis.
CARTESIAN COORDINATES (ANGSTROEM)
C1 -1.459 -0.304 -0.919  -0.211
C2 -0.742 -1.318 -0.027  -0.442
C3 -0.538 -0.828 1.423  -0.208
C4 1.024 0.672 2.659  -0.399
N1 0.784 -0.204 1.548  -0.681
N2 -0.454 0.741 -1.366  -0.713
H1 -2.058 0.240 -0.207  0.211
H2 -2.096 -0.659 -1.710  0.228
H3 -1.316 -2.246 0.008  0.245
H4 0.179 -1.645 -0.499  0.216
H5 -0.641 -1.674 2.107  0.201
H6 -1.237 -0.009 1.573  0.190
H7 1.798 0.281 3.318  0.209
H8 0.171 0.935 3.286  0.221
H9 1.324 1.691 2.383  0.141
H10 1.576 -0.705 1.185  0.382
H11 -0.020 0.978 -0.457  0.491
H12 0.143 0.297 -2.070  0.462
H13 -0.944 1.555 -1.718  0.430
H14 1.150 3.214 -0.310  0.497
H15 1.483 2.341 1.037  0.497
O1 0.871 2.553 0.326  -0.983
H16 -0.691 -2.114 -3.132  0.493
H17 0.859 -2.192 -2.810  0.496
O2 0.130 -1.618 -3.051  -0.974

Highest occupied orbital energy   -12.2 eV
Total charge   +1
Frontier orbital gap   9.314 eV
Energy above the lowest of the compared OMol25 structures with the same formula, charge and spin   38.7 kcal/mol

---

[3]
ORCA calculation (ωB97M-V with the def2-TZVPD basis set) on a structure of composition Cl4O16Pb.

Each line ends with the natural charge from an NBO analysis.
CARTESIAN COORDINATES (ANGSTROEM)
Pb1 0.917 0.560 -0.922  1.806
Cl1 -2.874 0.246 -2.356  2.554
O1 -2.781 -1.064 -2.872  -0.841
O2 -3.036 1.030 -3.578  -0.903
O3 -4.126 0.333 -1.653  -0.810
O4 -1.685 0.715 -1.656  -0.948
Cl2 4.273 2.349 1.171  2.558
O5 4.425 1.731 2.448  -0.821
O6 3.387 1.606 0.299  -0.969
O7 3.703 3.656 1.246  -0.867
O8 5.587 2.499 0.529  -0.869
Cl3 -0.086 -3.416 -1.061  2.546
O9 1.167 -3.926 -0.470  -0.893
O10 -0.195 -4.045 -2.370  -0.838
O11 -1.132 -3.812 -0.179  -0.796
O12 0.069 -1.992 -1.211  -0.964
Cl4 -1.494 0.703 2.512  2.532
O13 -1.410 -0.747 2.675  -0.836
O14 -1.197 1.362 3.763  -0.849
O15 -0.644 1.154 1.414  -0.943
O16 -2.868 1.059 2.272  -0.849

Highest occupied orbital energy   -4.6 eV
Total charge   -2
Frontier orbital gap   6.413 eV
Energy above the lowest of the compared OMol25 structures with the same formula, charge and spin   54.5 kcal/mol

---

[4]
ORCA calculation (ωB97M-V with the def2-TZVPD basis set) on an isolated molecule of C4H2OS.

Each line ends with the natural charge from an NBO analysis.
CARTESIAN COORDINATES (ANGSTROEM)
C1 0.475 -0.536 0.448  -0.720
C2 -1.300 0.810 -0.168  -0.698
C3 1.547 -0.750 -0.316  0.765
C4 -0.372 1.429 0.606  0.103
O1 2.475 -0.849 -1.009  -0.407
S1 -0.996 -0.802 -0.590  0.388
H1 0.459 -0.323 1.508  0.318
H2 -2.287 1.023 -0.478  0.252

Highest occupied orbital energy   -8.8 eV
Frontier orbital gap   8.224 eV
Energy above the lowest of the compared OMol25 structures with the same formula, charge and spin   61.1 kcal/mol